# C27H19FN6O4Se2Sn

C27H19FN6O4Se2Sn as an isolated structure in a non-equilibrium geometry (wB97M-V/def2-TZVPD, the Open Molecules 2025 dataset).

Geometry as XYZ:
```
60
C27H19FN6O4Se2Sn, DFT wB97M-V/def2-TZVPD
Sn -2.15 0.57 -1.93
C 3.01 -3.19 2.97
C 3.26 -1.69 2.77
C 3.63 -0.97 4.06
C 2.47 -1.03 5.05
C 1.18 -0.66 4.39
C 0.10 -0.32 5.17
C -1.13 0.04 4.62
F -2.14 0.38 5.41
C -1.31 0.06 3.25
C -0.23 -0.28 2.42
C -0.44 -0.20 1.01
O -1.52 0.04 0.45
C 0.82 -0.30 0.20
C 1.90 -1.24 0.76
N 2.07 -1.06 2.18
C 1.04 -0.67 2.97
C 1.05 0.31 -2.06
O 2.31 0.10 -2.36
O 0.36 1.20 -2.49
H 3.85 -3.63 3.49
H 2.91 -3.69 2.01
H 2.11 -3.36 3.55
H 4.08 -1.55 2.06
H 3.87 0.07 3.83
H 4.52 -1.42 4.49
H 2.65 -0.36 5.89
H 2.39 -2.03 5.47
H 0.19 -0.31 6.25
H -2.24 0.35 2.81
H 1.69 -2.30 0.56
Se -0.18 -1.01 -4.98
Se 0.91 -3.43 -1.98
C 1.39 -1.81 -1.59
C 2.71 -1.08 -1.63
C 3.07 -0.71 -0.13
C 2.88 0.77 0.07
C 1.59 1.02 0.23
N 0.52 -0.72 -1.21
C -1.68 -0.01 -5.53
C -1.92 0.21 -6.89
C -3.04 0.94 -7.26
C -3.88 1.42 -6.26
C -3.55 1.17 -4.94
N -2.48 0.47 -4.57
H 3.53 -1.54 -2.17
H 4.06 -1.09 0.11
H 3.68 1.48 0.00
H 1.11 1.97 0.34
H -1.24 -0.18 -7.63
H -3.25 1.14 -8.30
H -4.76 1.99 -6.51
H -4.18 1.54 -4.13
O -3.17 2.57 -1.58
N -3.95 3.57 -1.41
C -5.02 3.63 -0.71
C -5.52 2.53 0.05
N -5.85 1.60 0.63
C -5.75 4.85 -0.67
N -6.34 5.82 -0.63
```

ΔE to the lowest compared entry with this formula, charge and spin: 133.54 kcal/mol
Charge: +2
LUMO (alpha / beta): -0.35198 / -0.28697 hartree
Orbital gap (alpha / beta): 3.25 / 5.02 eV
Multiplicity: 1